# 1
# C2H7OS

A molecular structure, C2H7OS (ωB97M-V with the def2-TZVPD basis set, the OMol25 dataset).

Results
E_HOMO ... -0.080 Eh
Energy above the lowest of the compared OMol25 structures with the same formula, charge and spin ... 45.42 kcal/mol
Largest force on an atom ... 0.019 hartree/bohr
Total charge ... -1
Frontier orbital gap ... 5.97 eV

```
11
Properties=species:S:1:pos:R:3:forces:R:3:lowdin_charge:R:1
O -1.27089 -0.00661 -2.10147 -0.335 -0.107 -0.216 -0.41
H -1.05475 0.66444 -2.75717 0.061 -0.010 0.043 -0.09
C -0.27418 -0.27263 1.24631 0.378 -0.257 0.079 -0.27
C 0.21987 0.44997 0.02552 -0.305 0.013 -0.935 -0.72
S 1.93970 -0.00553 -0.37815 0.326 0.305 -0.125 0.55
H 0.44206 -0.27474 2.09333 -0.193 -0.012 -0.080 0.04
H -0.49435 -1.32030 0.98394 0.015 0.183 0.193 0.06
H -1.19516 0.19337 1.57520 -0.348 0.014 0.187 0.05
H -0.56460 0.21017 -1.09251 0.357 0.132 0.399 -0.03
H 0.25372 1.53461 0.15415 0.073 0.064 0.310 0.02
H 1.99858 -1.17274 0.25084 -0.031 -0.325 0.146 -0.21
```
Positions in Å, forces in eV/Å.

# 2
# C30H90O30

15 unconnected molecules or ions with the total composition C30H90O30 at a distorted geometry (ωB97M-V with the def2-TZVPD basis set, the OMol25 dataset).

Results
E_HOMO ... -0.359 Eh
Energy above the lowest of the compared OMol25 structures with the same formula, charge and spin ... 0.00 kcal/mol
Largest force on an atom ... 0.072 hartree/bohr
Frontier orbital gap ... 10.21 eV

```
150
Properties=species:S:1:pos:R:3:forces:R:3:lowdin_charge:R:1
C 2.16220 0.03205 4.36753 1.308 -1.009 -0.398 -0.19
C 2.60768 -1.24696 3.64725 2.739 0.394 2.468 -0.17
O 2.93627 -2.27743 4.67877 -1.000 1.076 -1.764 -0.08
O 0.91410 -0.22706 4.98390 0.167 0.961 0.611 -0.05
H 1.99057 0.77264 3.61635 -0.352 0.649 -0.568 0.09
H 2.98937 0.45852 5.02192 -1.203 -0.815 -0.292 0.15
H 3.52954 -1.04430 3.11266 0.354 0.290 -0.060 0.10
H 1.96908 -1.57764 2.88305 -1.521 -0.647 -0.619 0.08
H 2.88951 -3.09323 4.14695 0.049 -0.114 0.390 0.05
H 1.05894 -0.83725 5.70300 0.175 -0.456 0.413 0.11
C 0.82137 0.61147 -4.24741 0.684 1.150 0.061 -0.24
C 2.16749 0.89443 -3.56770 -0.440 1.301 0.679 -0.22
O 2.11784 0.25804 -2.29195 -1.730 1.121 -0.442 -0.06
O 0.87836 -0.76089 -4.57297 -1.193 -0.468 0.200 -0.08
H 0.69712 1.30274 -5.13580 0.157 -0.957 0.532 0.13
H -0.01186 0.89366 -3.55186 0.663 -0.471 -0.433 0.10
H 2.31885 2.00471 -3.40582 -0.243 -0.909 -0.276 0.11
H 3.02375 0.54594 -4.15422 -0.264 -0.147 -0.112 0.12
H 2.90299 -0.20142 -2.10927 2.003 -1.009 0.419 0.02
H 0.05625 -1.18369 -4.22458 0.356 0.195 -0.455 0.06
C 0.27351 -4.27501 4.83333 1.340 0.952 -0.947 -0.25
C 0.53986 -3.87544 3.38439 0.034 -2.129 -0.961 -0.22
O 1.85619 -4.18982 2.92920 0.444 0.239 0.625 -0.09
O -0.99894 -3.86980 5.19114 -1.081 -0.554 0.945 -0.04
H 1.06528 -3.85864 5.49599 -0.405 -0.376 -0.288 0.12
H 0.28764 -5.33205 4.79457 0.174 -1.245 0.677 0.11
H 0.41988 -2.83910 3.23919 -0.506 1.058 -0.222 0.06
H -0.13917 -4.48981 2.72021 0.152 1.075 0.720 0.15
H 1.79515 -4.96843 2.36077 -0.154 -0.221 0.170 0.05
H -1.18290 -3.02303 4.81165 -0.091 0.968 -0.459 0.04
C 1.28401 -4.25778 -0.19484 2.257 -0.664 -0.357 -0.25
C 1.69456 -5.70975 0.03871 0.007 0.504 0.559 -0.19
O 1.09452 -6.24934 1.22758 -0.137 -0.238 -0.123 -0.09
O -0.08584 -4.19736 -0.36961 -1.458 0.579 0.291 -0.07
H 1.78902 -3.99981 -1.12865 0.047 0.350 0.124 0.09
H 1.63213 -3.56448 0.60526 -0.244 -0.593 -0.410 0.13
H 2.79868 -5.81768 0.05802 -0.620 0.072 0.386 0.14
H 1.33495 -6.31464 -0.76710 -0.114 -0.235 -0.886 0.11
H 0.17304 -6.46371 0.98522 0.634 0.270 0.344 0.11
H -0.33602 -3.34512 0.02660 -0.321 -0.157 0.022 0.06
C -0.08941 4.77084 2.13582 0.581 -1.589 -1.341 -0.17
C 0.19580 3.37268 2.74806 0.812 1.895 0.487 -0.21
O 0.57759 2.42240 1.79806 -0.879 -0.182 -0.327 -0.10
O -1.18560 4.54229 1.26658 0.622 1.189 -0.594 -0.09
H 0.69717 5.14425 1.48548 0.453 -0.348 -0.091 0.10
H -0.23664 5.57474 2.81595 -0.556 0.409 1.138 0.11
H -0.71382 3.13377 3.29232 -0.219 -0.571 0.133 0.12
H 1.01247 3.44278 3.46453 0.033 0.010 0.255 0.12
H -0.24872 2.10411 1.31475 0.733 0.133 0.330 0.06
H -1.89094 4.18434 1.78262 -1.314 -0.424 0.388 0.04
C -1.07816 -4.36440 -3.87718 0.647 0.042 0.794 -0.21
C -1.79779 -3.19697 -4.56035 0.478 -0.468 1.594 -0.19
O -1.64519 -1.95656 -3.82280 0.136 -0.369 -0.504 -0.10
O -1.67558 -4.78298 -2.62412 0.919 0.504 -0.275 -0.12
H -0.04564 -4.04683 -3.66265 -0.121 0.096 -0.099 0.11
H -0.95094 -5.21117 -4.58470 -0.560 0.238 0.454 0.12
H -2.83315 -3.47274 -4.72094 -0.459 0.232 0.153 0.11
H -1.33763 -3.08950 -5.52454 0.262 0.478 -0.487 0.11
H -1.78468 -2.06672 -2.86064 -0.275 -0.494 -0.390 0.07
H -1.10579 -4.47249 -1.85097 -0.658 -0.488 -1.322 0.06
C -4.75867 3.42790 1.15955 1.630 1.746 -1.891 -0.18
C -4.84312 4.18196 -0.21299 -0.176 -1.779 0.864 -0.17
O -4.10842 3.51218 -1.23733 1.675 0.678 -0.152 -0.14
O -3.40271 3.18081 1.44217 0.662 -0.359 0.983 -0.09
H -5.36765 2.57157 1.13693 -0.670 -1.372 0.138 0.10
H -5.05111 4.12423 1.92795 -0.539 0.084 0.324 0.12
H -4.49535 5.16971 -0.06432 0.397 1.151 -0.093 0.11
H -5.88788 4.16773 -0.48934 -0.287 0.289 -0.367 0.12
H -3.14876 3.88656 -1.37144 -1.887 -0.171 0.597 0.12
H -2.87483 2.64508 0.82440 -0.767 -0.026 -0.378 0.07
C -3.29889 -0.59157 3.45989 -0.186 0.644 -0.418 -0.21
C -2.00421 -0.26580 4.14745 -0.201 0.215 -0.510 -0.20
O -0.99927 -1.11507 3.58530 -2.042 -0.332 -0.034 -0.10
O -3.10904 -0.42174 2.06600 -0.875 -0.032 -1.089 -0.09
H -4.11531 0.04684 3.87871 0.457 -0.421 -0.403 0.14
H -3.51742 -1.63712 3.60558 -0.242 -0.442 0.518 0.12
H -2.25501 -0.39374 5.19621 0.667 -0.519 0.541 0.13
H -1.68350 0.78045 4.05995 -0.273 -0.051 -0.312 0.12
H -0.17525 -0.83449 3.96833 1.249 0.388 0.693 0.01
H -3.81558 -0.86954 1.52623 0.628 0.578 0.514 0.10
C 5.79022 2.01499 2.30691 0.445 0.276 -0.513 -0.23
C 5.82688 0.73397 1.45288 -0.804 1.309 -0.201 -0.18
O 4.47300 0.32286 1.17010 1.831 -2.486 0.902 -0.09
O 4.92587 1.95971 3.44472 1.104 -0.564 -0.067 -0.06
H 5.30521 2.78083 1.71340 0.423 0.349 -0.783 0.10
H 6.83687 2.33831 2.51277 -0.861 -0.240 0.451 0.13
H 6.29283 -0.10409 1.93482 0.062 -0.394 0.512 0.11
H 6.44949 0.94927 0.55732 -0.653 -0.074 0.151 0.13
H 3.87140 0.94584 0.83101 -0.854 2.233 -1.008 0.03
H 4.18385 1.53877 3.01391 -0.856 -0.306 0.363 0.04
C -0.57010 4.19466 -3.09887 -2.836 -0.905 -0.497 -0.17
C -0.53663 4.86695 -1.78797 -0.287 0.286 1.685 -0.23
O -1.85572 5.21333 -1.37256 -1.188 -0.076 -0.199 -0.09
O -1.40382 3.00523 -3.02820 1.747 0.092 0.663 -0.08
H 0.36697 3.86969 -3.46581 1.204 -0.019 -0.239 0.10
H -1.06568 4.87034 -3.80651 0.418 0.049 -0.129 0.14
H -0.01335 5.80429 -1.90037 0.800 0.212 0.193 0.13
H -0.15777 4.24206 -0.96902 0.440 0.163 -0.484 0.10
H -1.90143 5.28091 -0.39915 0.643 -0.116 -0.316 0.07
H -2.25993 3.18878 -3.38577 -1.043 0.429 -0.638 0.02
C -3.41234 0.87840 -3.41130 -1.194 0.383 1.929 -0.22
C -4.29419 1.84547 -4.12899 -1.312 -1.474 -1.863 -0.27
O -4.15251 3.21326 -3.98426 0.700 1.088 0.782 -0.06
O -3.62084 0.91208 -1.98240 0.000 -0.699 -0.096 -0.08
H -2.37543 1.03977 -3.58280 0.865 -0.001 -0.520 0.08
H -3.74267 -0.09070 -3.77457 0.308 -0.281 0.116 0.12
H -5.37335 1.56015 -4.04050 0.688 0.055 0.337 0.14
H -4.05056 1.59058 -5.16858 -0.165 0.453 -0.231 0.13
H -4.40004 3.46803 -3.07290 -0.033 -0.102 -0.273 0.07
H -3.74499 1.82267 -1.66642 0.003 -0.167 -0.157 0.04
C 4.88457 -2.50187 -1.62101 -0.177 -0.076 -0.667 -0.19
C 4.00906 -2.71814 -2.88110 0.897 -0.183 -1.030 -0.26
O 2.64996 -2.73441 -2.58631 -1.000 -0.384 0.614 -0.09
O 4.81380 -1.09745 -1.33741 0.159 -0.642 -0.916 -0.08
H 5.94877 -2.78561 -1.84951 -0.902 0.225 0.195 0.12
H 4.52393 -3.13767 -0.75575 0.256 0.714 -0.958 0.13
H 4.32026 -3.61249 -3.45838 -0.221 -0.227 0.733 0.12
H 4.16396 -1.95981 -3.65861 0.537 0.474 0.532 0.12
H 2.10741 -2.11821 -3.10140 0.450 0.123 -0.141 0.07
H 4.60382 -0.95837 -0.42798 -0.173 0.361 1.314 0.03
C -0.88146 0.36192 -0.31157 1.310 0.705 -0.673 -0.15
C 0.15008 -0.55587 0.30648 -0.768 0.062 1.525 -0.13
O -0.46567 -1.72740 0.94146 0.160 0.842 -0.543 -0.11
O -1.43773 1.29434 0.63988 -0.335 -0.319 -0.615 -0.09
H -1.58444 -0.28310 -0.82293 -0.748 0.473 0.040 0.10
H -0.39414 1.00565 -1.09121 -0.361 -0.596 0.653 0.14
H 0.77682 0.00152 1.02909 -0.232 -0.377 -0.168 0.13
H 0.76594 -0.99140 -0.41761 1.030 -0.274 -1.392 0.10
H -0.83507 -1.42414 1.78298 -0.249 -0.165 0.545 0.05
H -2.05252 0.83619 1.23295 -0.229 -0.538 0.223 0.07
C -3.41216 -3.35231 -0.67809 -0.283 -1.955 1.978 -0.26
C -4.82332 -2.78245 -0.63518 -0.075 0.869 -1.751 -0.20
O -4.82631 -1.38628 -0.30794 -0.193 -0.764 0.903 -0.09
O -2.47510 -2.40119 -1.06618 1.381 1.068 1.391 -0.11
H -3.33817 -4.19881 -1.36642 -0.290 0.133 0.088 0.10
H -3.14911 -3.77355 0.35328 -0.139 0.582 -1.107 0.15
H -5.44750 -3.26210 0.12371 -0.040 -0.211 -0.565 0.12
H -5.18128 -2.87787 -1.71641 -0.308 -0.055 1.485 0.14
H -4.12638 -0.99442 -0.82804 0.380 0.654 -0.540 0.04
H -1.98030 -2.17598 -0.22025 -0.415 0.099 -1.445 0.08
C 2.64750 3.33402 -0.73499 -2.189 -0.085 -0.389 -0.25
C 3.34605 4.66732 -0.79157 -0.112 0.248 -0.958 -0.23
O 2.90587 5.63705 0.15824 0.305 -0.957 0.195 -0.06
O 2.81644 2.60102 0.43132 1.721 -0.240 0.835 -0.07
H 3.01597 2.74301 -1.53649 0.490 -0.542 -0.924 0.09
H 1.51217 3.32848 -0.86116 1.420 0.785 -0.381 0.13
H 3.23411 5.04042 -1.83217 -0.331 0.219 0.690 0.13
H 4.42270 4.50032 -0.72245 0.183 -0.082 0.376 0.12
H 3.11721 5.19895 1.00447 -0.212 0.556 -0.237 0.09
H 2.01663 2.72300 0.93744 -0.816 -0.339 0.827 0.02
```
Positions in Å, forces in eV/Å.

# 3
# C4H6NO

A gas-phase ion, C4H6NO (charge +1) at a distorted geometry (ωB97M-V with the def2-TZVPD basis set, the OMol25 dataset).

Results
E_HOMO (alpha / beta) ... -0.518 / -0.518 Eh
Energy above the lowest of the compared OMol25 structures with the same formula, charge and spin ... 158.75 kcal/mol
Largest force on an atom ... 0.086 hartree/bohr
Total charge ... +1
Frontier orbital gap (alpha / beta) ... 6.53 / 6.60 eV

```
12
Properties=species:S:1:pos:R:3:forces:R:3:lowdin_charge:R:1
C 1.15872 0.36021 0.15180 1.204 -1.458 -0.998 -0.05
C 0.22798 -0.51074 0.45284 -0.787 -0.566 2.097 -0.06
C 2.19205 1.05698 -0.15488 1.098 0.561 -1.220 0.10
C -0.96736 -0.77447 -0.42808 -1.441 -1.413 0.899 -0.08
N -2.38440 1.05315 0.27330 1.879 1.633 -1.250 0.29
O -1.40329 0.58490 -0.36048 -3.645 2.425 0.577 -0.04
H 0.03608 -0.67183 1.57017 0.578 -0.474 -1.642 0.17
H -3.12795 0.51624 0.76096 0.777 -1.729 -0.479 0.15
H 2.18912 2.02387 0.25322 -0.257 1.666 0.395 0.07
H 3.06734 0.98780 -0.87560 -1.175 -1.050 1.220 0.14
H -0.89867 -1.08959 -1.48485 0.576 0.559 0.522 0.16
H -1.82400 -1.33048 0.03241 1.194 -0.154 -0.121 0.15
```
Positions in Å, forces in eV/Å.